C5H8N2O | ωB97M-V/def2-TZVPD

**E_HOMO**: -7.95 eV
**Multiplicity**: 1
**LUMO**: 0.93 eV
**DFT total energy**: -379.91989 hartree
**Energy above the lowest of the compared OMol25 structures with the same formula, charge and spin**: 441.8 kJ/mol

Last column: natural (NBO) charge in e.
Positions of all 16 atoms, in Å:
C (1.241, 0.720, -2.746)  -0.41
C (-0.558, 0.279, 0.298)  0.40
C (-0.293, -1.748, 1.780)  -0.25
C (-1.391, 0.957, 1.302)  -0.08
C (-1.701, 1.596, 2.248)  -0.18
H (0.553, 1.315, -3.281)  0.21
H (2.043, 1.436, -2.513)  0.18
H (1.766, -0.002, -3.484)  0.20
H (1.134, -0.608, -1.015)  0.37
H (0.542, -2.491, 1.933)  0.19
H (-0.391, -1.144, 2.708)  0.19
H (-1.188, -2.376, 1.644)  0.18
H (-1.954, 2.319, 2.993)  0.24
N (0.587, 0.016, -1.608)  -0.44
N (-0.257, 0.745, -0.846)  -0.25
O (-0.135, -1.015, 0.589)  -0.55